(1)
Molecular formula: C21H31Cl3F2GeNOPPd
Method: DFT, ωB97M-V/def2-TZVPD

Each line ends with the Mulliken charge.
Geometry (Å):
Pd: -0.564 1.052 0.042  -1.11
F: 0.748 0.387 5.281  -0.32
C: 1.003 0.983 4.112  0.46
C: 0.129 0.782 3.054  -0.14
C: 0.402 1.402 1.850  0.69
C: 1.534 2.218 1.677  -1.08
C: 2.373 2.369 2.781  0.45
F: 3.493 3.103 2.682  -0.33
C: 2.130 1.769 4.000  -0.89
C: 1.795 2.798 0.344  0.95
C: 2.674 3.849 0.096  -0.94
C: 2.837 4.314 -1.198  -0.53
C: 2.125 3.728 -2.231  -0.95
C: 1.257 2.702 -1.919  -0.36
N: 1.098 2.248 -0.675  1.02
H: -0.736 0.148 3.198  0.61
H: 2.807 1.909 4.829  0.53
H: 3.213 4.303 0.910  0.58
H: 3.515 5.134 -1.393  0.44
H: 2.223 4.061 -3.254  0.48
H: 0.661 2.225 -2.686  0.24
Cl: -1.925 3.968 0.430  -0.25
Ge: -2.582 2.424 -0.919  0.90
Cl: -2.261 3.081 -2.944  -0.29
Cl: -4.678 2.081 -0.703  -0.28
C: -3.804 0.133 2.175  -0.90
O: -2.679 0.811 1.600  0.01
H: -4.627 0.826 2.349  0.34
H: -3.527 -0.350 3.114  0.30
H: -4.129 -0.620 1.462  0.24
H: -2.474 1.574 2.155  0.17
C: -0.131 -2.930 -2.870  -1.58
C: 0.097 -1.501 -2.369  0.64
C: -0.750 -0.510 -3.170  -0.72
P: -0.094 -1.237 -0.546  0.54
C: 1.439 -1.870 0.271  0.61
C: 1.926 -3.245 -0.197  -1.79
C: 2.588 -0.870 0.131  -1.32
C: -1.542 -2.157 0.143  1.39
C: -1.378 -3.661 0.353  -1.65
C: -2.799 -1.836 -0.671  -1.66
H: 0.142 -2.976 -3.926  0.48
H: -1.181 -3.214 -2.797  0.26
H: 0.460 -3.671 -2.339  0.32
H: 1.153 -1.248 -2.525  0.44
H: -1.817 -0.707 -3.058  0.22
H: -0.511 -0.595 -4.231  0.51
H: -0.573 0.522 -2.866  -0.34
H: 1.150 -1.929 1.327  0.52
H: 2.294 -3.191 -1.222  0.36
H: 1.173 -4.026 -0.139  0.36
H: 2.767 -3.543 0.430  0.48
H: 2.946 -0.830 -0.900  0.32
H: 3.423 -1.194 0.753  0.52
H: 2.305 0.132 0.438  0.07
H: -1.658 -1.694 1.131  -0.12
H: -1.169 -4.188 -0.577  0.25
H: -2.312 -4.058 0.754  0.49
H: -0.591 -3.889 1.070  0.40
H: -2.756 -2.272 -1.668  0.27
H: -2.960 -0.760 -0.774  0.16
H: -3.671 -2.265 -0.175  0.49

Values from the calculation:
* multiplicity: 4
* expectation value of S²: 3.7587
* calculated total energy: -5075.1080 a.u.
* E_HOMO (spin up / spin down): -10.87 / -11.65 eV
* charge: +1
* Kohn-Sham gap (spin up / spin down): 0.296 / 0.223 hartree

=====

(2)
Molecular formula: C4H11O3
Method: DFT, ωB97M-V/def2-TZVPD

Each line ends with the Mulliken charge.
Geometry (Å):
C: 1.148 0.921 0.237  -0.53
C: 0.303 0.932 -1.018  -0.59
C: -1.201 0.797 -0.728  -0.58
O: -1.483 0.195 0.522  -0.67
C: 1.408 -0.525 0.662  -0.32
O: 2.058 -0.561 1.930  -0.54
H: 0.607 1.448 1.026  0.27
H: 2.098 1.454 0.127  0.33
H: 0.440 1.779 -1.704  0.36
H: 0.673 0.126 -1.678  0.29
H: -1.762 0.233 -1.476  0.36
H: -1.637 1.809 -0.706  0.23
H: 0.447 -1.035 0.638  0.25
H: 2.072 -0.944 -0.108  0.21
H: 1.679 -1.298 2.410  0.31
H: -1.899 -0.750 0.230  0.51
H: -2.533 -2.696 0.065  0.13
O: -2.417 -1.883 -0.428  -1.02

Values from the calculation:
* calculated total energy: -384.7184 a.u.
* E_HOMO: -3.70 eV
* charge: -1
* Kohn-Sham gap: 0.273 hartree

=====

(3)
Molecular formula: C41H54N3O6S2SiSr
Method: DFT, ωB97M-V/def2-TZVPD

Each line ends with the Mulliken charge.
Geometry (Å):
Sr: -0.334 -0.634 -1.559  1.72
N: -0.210 -3.598 -0.896  0.08
C: 0.807 -4.483 -1.473  -1.03
C: 2.079 -3.701 -1.796  0.66
C: 1.837 -2.764 -2.982  0.09
O: 2.163 -3.160 -4.101  -0.82
O: 1.275 -1.650 -2.686  -0.73
H: 0.039 -3.334 0.051  -0.12
H: -1.121 -4.036 -0.850  0.07
H: 0.412 -4.901 -2.402  0.39
H: 1.047 -5.327 -0.813  0.41
H: 2.886 -4.387 -2.054  0.41
H: 2.366 -3.113 -0.919  -0.60
C: 1.294 0.189 3.304  -1.02
C: 2.199 -0.468 2.262  1.84
C: 1.852 -1.944 2.150  -1.48
C: 3.667 -0.292 2.646  -1.64
O: 1.946 0.084 0.969  1.39
Si: 2.412 1.516 0.278  -0.92
S: 1.282 1.889 -1.379  -0.83
O: 4.062 1.480 0.040  0.08
C: 4.820 0.841 -0.994  2.08
C: 6.227 0.694 -0.428  -1.96
C: 4.243 -0.530 -1.337  -1.40
C: 4.844 1.733 -2.232  -1.76
O: 2.286 2.619 1.517  0.28
C: 2.810 3.929 1.663  1.82
C: 1.782 4.706 2.478  -1.85
C: 3.034 4.618 0.318  -1.47
C: 4.130 3.824 2.426  -1.53
H: 1.517 -0.214 4.296  0.54
H: 0.248 -0.013 3.067  -0.11
H: 1.446 1.269 3.310  -0.26
H: 1.929 -2.436 3.124  0.42
H: 2.525 -2.441 1.448  0.25
H: 0.827 -2.034 1.781  -0.19
H: 3.849 -0.746 3.624  0.50
H: 3.932 0.766 2.691  0.13
H: 4.314 -0.773 1.909  0.27
H: 6.215 0.038 0.446  0.35
H: 6.609 1.671 -0.123  0.35
H: 6.899 0.269 -1.179  0.39
H: 4.150 -1.138 -0.433  0.11
H: 4.893 -1.050 -2.045  0.73
H: 3.252 -0.442 -1.788  0.06
H: 5.307 2.696 -1.993  0.37
H: 3.825 1.909 -2.577  0.16
H: 5.416 1.255 -3.032  0.47
H: 0.848 4.779 1.917  0.38
H: 2.143 5.713 2.703  0.41
H: 1.580 4.182 3.416  0.32
H: 2.123 4.582 -0.282  0.28
H: 3.822 4.113 -0.246  0.12
H: 3.325 5.660 0.482  0.51
H: 3.958 3.373 3.407  0.29
H: 4.584 4.810 2.563  0.47
H: 4.816 3.186 1.865  0.09
S: -3.947 3.437 -2.399  -0.37
C: -2.683 2.267 -2.094  -0.26
N: -2.966 1.331 -1.276  0.36
C: -4.262 1.469 -0.797  -1.09
C: -4.868 0.621 0.125  0.29
C: -6.160 0.891 0.526  -0.96
C: -6.860 1.993 0.016  -0.51
C: -6.274 2.842 -0.900  -0.42
C: -4.966 2.570 -1.300  0.76
H: -1.723 2.374 -2.588  0.37
H: -4.309 -0.221 0.513  0.53
H: -6.637 0.245 1.252  0.41
H: -7.872 2.188 0.350  0.35
H: -6.813 3.695 -1.293  0.37
O: -1.949 -1.016 -3.183  -0.47
N: -1.688 -1.282 -4.497  0.31
C: -2.488 -2.182 -5.180  -0.64
C: -2.285 -2.437 -6.503  -0.42
C: -1.256 -1.791 -7.229  -0.44
C: -0.445 -0.878 -6.494  -0.81
C: -0.662 -0.646 -5.174  -0.49
H: -3.255 -2.645 -4.578  0.40
H: -2.935 -3.160 -6.983  0.33
H: -1.072 -2.003 -8.273  0.34
H: 0.392 -0.375 -6.963  0.34
H: -0.039 0.007 -4.582  0.61
C: -3.806 1.739 4.728  -0.51
C: -2.759 2.453 4.158  -0.67
C: -2.041 1.915 3.099  -0.91
C: -2.338 0.651 2.572  1.79
C: -3.398 -0.053 3.158  0.04
C: -4.117 0.483 4.218  -0.92
C: -1.522 0.158 1.431  -0.75
C: -1.537 -1.008 0.777  0.17
C: -2.294 -2.196 1.086  0.13
C: -3.281 -2.685 0.197  -0.72
C: -3.911 -3.901 0.409  -0.68
C: -3.577 -4.704 1.498  -0.68
C: -2.604 -4.246 2.381  -0.77
C: -1.984 -3.020 2.190  0.79
H: -4.371 2.154 5.554  0.36
H: -2.502 3.436 4.537  0.39
H: -1.224 2.477 2.656  0.56
H: -3.662 -1.030 2.776  0.40
H: -4.934 -0.087 4.649  0.39
H: -0.816 0.929 1.094  -0.62
H: -3.507 -2.106 -0.693  0.41
H: -4.657 -4.240 -0.302  0.34
H: -4.052 -5.667 1.643  0.32
H: -2.328 -4.851 3.239  0.35
H: -1.242 -2.675 2.902  0.28

Values from the calculation:
* multiplicity: 2
* expectation value of S²: 0.7646
* calculated total energy: -3327.2979 a.u.
* E_HOMO (spin up / spin down): 0.69 / -2.02 eV
* charge: -2
* Kohn-Sham gap (spin up / spin down): 0.118 / 0.217 hartree

=====

(4)
Molecular formula: C2H4N4
Method: DFT, ωB97M-V/def2-TZVPD

Each line ends with the Mulliken charge.
Geometry (Å):
C: -0.482 0.426 -0.857  0.57
C: 0.465 -0.007 0.916  0.02
N: -0.993 -0.277 0.233  -0.26
N: -0.786 -0.920 -1.032  -0.34
N: -0.318 1.471 -1.542  -0.61
N: 1.235 -0.991 0.965  -0.53
H: -1.076 -1.895 -0.984  0.27
H: -0.356 2.333 -1.003  0.25
H: 1.866 -1.032 1.759  0.27
H: 0.444 0.892 1.544  0.38

Values from the calculation:
* calculated total energy: -297.4293 a.u.
* E_HOMO: -9.07 eV
* Kohn-Sham gap: 0.350 hartree

=====

(5)
Molecular formula: C4H7N
Method: DFT, ωB97M-V/def2-TZVPD

Each line ends with the Mulliken charge.
Geometry (Å):
C: 0.138 -1.415 0.763  -0.79
C: 0.141 0.719 -0.323  0.52
C: 0.822 0.993 -1.531  -0.84
C: -1.076 1.009 0.362  -0.48
N: 0.585 -0.015 0.705  -0.38
H: 0.910 -2.021 1.084  0.31
H: -0.146 -1.792 -0.265  0.30
H: -0.744 -1.518 1.428  0.27
H: 0.406 1.484 -2.327  0.34
H: 1.897 0.716 -1.547  0.23
H: -1.913 0.188 0.466  0.24
H: -1.021 1.652 1.184  0.27

Values from the calculation:
* calculated total energy: -211.1996 a.u.
* E_HOMO: -8.50 eV
* Kohn-Sham gap: 0.316 hartree

=====

(6)
Molecular formula: C35H30GeN6O2SY
Method: DFT, ωB97M-V/def2-TZVPD

Each line ends with the Mulliken charge.
Geometry (Å):
Y: -0.730 1.080 0.303  0.42
O: 0.766 0.959 -6.759  -0.70
C: 1.613 1.033 -5.856  0.36
O: 2.844 0.831 -5.803  -0.70
C: 1.021 1.282 -4.492  -0.47
C: -0.336 1.083 -4.247  -0.91
C: -0.823 1.219 -2.973  0.77
N: -0.019 1.516 -1.929  -0.28
C: 1.285 1.761 -2.167  0.61
C: 1.822 1.681 -3.425  -0.30
C: 2.080 2.083 -0.965  0.71
C: 3.463 2.155 -0.980  -0.58
C: 4.139 2.482 0.181  -0.86
C: 3.421 2.733 1.341  -0.90
C: 2.051 2.612 1.292  0.20
N: 1.383 2.289 0.167  -0.08
C: -2.251 1.082 -2.628  0.50
C: -3.251 0.979 -3.585  -0.95
C: -4.571 0.937 -3.184  -0.47
C: -4.879 1.001 -1.829  -1.07
C: -3.837 1.080 -0.936  0.19
N: -2.547 1.115 -1.319  0.53
H: -0.947 0.810 -5.099  0.56
H: 2.865 1.870 -3.643  0.52
H: 4.009 1.954 -1.891  0.47
H: 5.220 2.546 0.178  0.48
H: 3.909 3.009 2.265  0.51
H: 1.450 2.802 2.173  0.33
H: -2.998 0.953 -4.635  0.45
H: -5.358 0.867 -3.924  0.48
H: -5.901 0.996 -1.478  0.45
H: -4.029 1.130 0.130  0.34
N: -2.596 0.473 2.287  -0.07
N: -3.347 1.519 2.836  -0.53
C: -2.883 2.777 2.798  0.77
N: -3.574 3.696 3.453  -0.41
S: -1.472 3.228 1.959  -0.44
H: -3.235 -0.231 1.926  0.32
H: -2.049 0.015 3.018  0.30
H: -4.092 1.273 3.475  0.24
H: -4.399 3.487 3.995  0.21
H: -3.262 4.654 3.424  0.24
C: 1.352 -3.228 -3.338  -0.74
C: 0.527 -3.892 -2.432  -0.76
C: 0.271 -3.342 -1.186  -0.33
C: 0.886 -2.132 -0.828  0.79
C: 1.722 -1.474 -1.749  0.44
C: 1.953 -2.018 -3.001  -0.95
Ge: 0.576 -1.350 0.866  -0.92
C: 2.119 -0.849 1.867  0.61
C: 1.967 -0.168 3.083  0.03
C: 3.075 0.129 3.863  -0.84
C: 4.341 -0.239 3.421  -0.55
C: 4.503 -0.900 2.208  -0.78
C: 3.398 -1.203 1.424  -0.22
C: -0.754 -2.249 1.921  0.16
C: -2.031 -2.459 1.373  -0.26
C: -3.002 -3.147 2.090  -0.66
C: -2.710 -3.610 3.369  -0.63
C: -1.455 -3.396 3.925  -0.67
C: -0.475 -2.717 3.210  -0.20
H: 1.530 -3.657 -4.315  0.46
H: 0.082 -4.841 -2.703  0.46
H: -0.382 -3.859 -0.493  0.45
H: 2.216 -0.551 -1.475  0.58
H: 2.591 -1.508 -3.714  0.55
H: 0.980 0.109 3.444  0.40
H: 2.956 0.634 4.813  0.46
H: 5.208 -0.016 4.030  0.45
H: 5.491 -1.194 1.879  0.48
H: 3.530 -1.733 0.489  0.52
H: -2.258 -2.127 0.362  0.59
H: -3.972 -3.343 1.650  0.48
H: -3.460 -4.154 3.929  0.45
H: -1.234 -3.767 4.918  0.46
H: 0.505 -2.570 3.647  0.45

Values from the calculation:
* multiplicity: 2
* expectation value of S²: 0.7579
* calculated total energy: -4343.7630 a.u.
* E_HOMO (spin up / spin down): -12.06 / -12.06 eV
* charge: +2
* Kohn-Sham gap (spin up / spin down): 0.210 / 0.144 hartree